Formula: C36H76N4O4
Source: OMol25
Level of theory: the ωB97M-V functional and the def2-TZVPD basis

Calculated values
- HOMO (eV) = -7.50
- strongest force on any atom (Eh/bohr) = 0.091
- HOMO-LUMO gap (eV) = 7.88
- E_tot (a.u.) = -1936.86925
- energy relative to the best compared isomer or geometry (same formula, charge and spin) (kJ/mol) = 534.7
- LUMO (eV) = 0.4
- SMILES string = CC1(C)CCCC(C)(C)N1O.CC1(C)CCCC(C)(C)N1O.CC1(C)CCCC(C)(C)N1O.CC1(C)CCCC(C)(C)N1O

Last column: Mulliken charge in e.
Element x y z (Å)
C1 8.8630 -4.7978 -11.1617  -1.69
C2 8.4062 -3.3588 -10.5205  1.00
C3 9.1616 -3.2254 -9.1898  -1.62
C4 9.0296 -2.4550 -11.5756  -1.01
C5 8.4027 -0.9668 -11.3139  -0.85
C6 6.9246 -0.9985 -11.6426  -0.93
C7 6.2158 -2.0291 -10.6368  1.33
C8 6.1299 -1.3267 -9.2031  -1.73
C9 4.7944 -2.2294 -11.2729  -1.81
N1 6.9477 -3.3065 -10.5407  0.34
O1 6.3131 -4.3843 -9.8825  -0.44
H1 9.9521 -4.7987 -11.2041  0.40
H2 8.5062 -5.6644 -10.6051  0.36
H3 8.3594 -5.0829 -12.0854  0.45
H4 8.8563 -2.3891 -8.5609  0.29
H5 9.1553 -4.1959 -8.6938  0.50
H6 10.1904 -2.9707 -9.4441  0.39
H7 10.0276 -2.0816 -11.3457  0.35
H8 8.9469 -2.7808 -12.6124  0.39
H9 8.7641 -0.5859 -10.3587  0.32
H10 8.9579 -0.2885 -11.9619  0.43
H11 6.7560 -1.2931 -12.6785  0.40
H12 6.6680 0.0538 -11.5201  0.41
H13 7.0351 -0.8219 -8.8656  0.32
H14 5.7373 -1.8913 -8.3574  0.36
H15 5.3990 -0.5291 -9.3364  0.46
H16 4.2949 -1.3246 -11.6193  0.37
H17 4.1768 -2.6240 -10.4661  0.41
H18 4.7353 -2.9191 -12.1149  0.42
H19 6.7694 -4.2736 -9.0451  0.38
C10 7.5726 10.8057 -9.7920  -1.99
C11 6.8525 12.1715 -9.8221  1.70
C12 6.9657 13.0900 -8.5527  -1.70
C13 7.5841 12.9993 -11.0242  -1.37
C14 6.8105 14.1387 -11.6606  -0.81
C15 5.3566 13.7914 -11.9391  -1.00
C16 4.6026 13.0566 -10.7501  1.40
C17 4.2005 14.0197 -9.6766  -1.80
C18 3.3675 12.5039 -11.4477  -1.87
N2 5.4228 11.9504 -10.2153  0.32
O2 4.7401 11.0972 -9.3163  -0.49
H20 7.2543 10.1142 -9.0118  0.40
H21 7.2139 10.3306 -10.7051  0.47
H22 8.6579 10.7655 -9.6997  0.39
H23 7.2078 14.1374 -8.7322  0.25
H24 6.0803 13.0251 -7.9204  0.34
H25 7.7559 12.6942 -7.9146  0.48
H26 8.6341 13.1964 -10.8080  0.49
H27 7.8243 12.2844 -11.8112  0.49
H28 6.8750 14.9993 -10.9948  0.34
H29 7.2557 14.5618 -12.5610  0.44
H30 5.2679 13.0374 -12.7213  0.41
H31 4.8236 14.7076 -12.1935  0.39
H32 3.4170 14.7024 -10.0055  0.46
H33 4.9372 14.7890 -9.4450  0.36
H34 3.7877 13.6464 -8.7394  0.32
H35 2.9861 13.3062 -12.0794  0.36
H36 2.6254 11.9350 -10.8876  0.36
H37 3.7066 11.6731 -12.0666  0.51
H38 4.8598 10.1815 -9.5785  0.33
C19 9.2318 2.8912 -4.2178  -1.75
C20 10.1777 4.0599 -4.1808  1.40
C21 9.9458 5.0102 -3.0482  -1.74
C22 11.6516 3.5367 -4.0242  -1.23
C23 12.3520 3.0147 -5.2883  -0.88
C24 12.3735 4.1632 -6.2514  -1.30
C25 11.0247 4.7764 -6.6001  1.31
C26 11.2808 6.2655 -6.8812  -1.97
C27 10.5059 4.0190 -7.7723  -1.58
N3 10.1164 4.7923 -5.4974  0.63
O3 8.8195 5.1409 -5.8638  -0.57
H39 8.2710 3.1599 -3.7787  0.39
H40 9.0542 2.4819 -5.2122  0.32
H41 9.4810 2.0685 -3.5475  0.38
H42 10.1130 4.4514 -2.1274  0.41
H43 10.5401 5.8752 -3.3426  0.42
H44 8.9213 5.3659 -2.9384  0.45
H45 12.3020 4.3894 -3.8292  0.36
H46 11.7435 2.8157 -3.2120  0.56
H47 13.3983 2.7303 -5.1768  0.37
H48 11.9729 2.0556 -5.6410  0.41
H49 12.7879 3.9720 -7.2413  0.56
H50 13.0265 4.9421 -5.8577  0.39
H51 10.4278 6.6882 -7.4119  0.36
H52 12.2074 6.4508 -7.4245  0.39
H53 11.4048 6.8548 -5.9726  0.39
H54 9.5963 4.4442 -8.1965  0.35
H55 10.2724 3.0393 -7.3554  0.36
H56 11.2984 3.8608 -8.5038  0.42
H57 8.5225 5.5386 -5.0420  0.39
C28 13.6858 11.7708 -1.4890  -1.62
C29 12.3354 12.5538 -1.6938  1.45
C30 11.4640 11.8121 -2.7326  -1.94
C31 11.5479 12.5384 -0.3501  -0.95
C32 12.1772 13.4890 0.6898  -0.78
C33 12.3081 14.9362 0.0258  -1.57
C34 13.1238 14.9324 -1.2409  1.76
C35 12.7783 16.2985 -1.8560  -2.23
C36 14.5508 15.0277 -0.7454  -1.87
N4 12.5978 13.9488 -2.1745  0.50
O4 13.0892 14.0104 -3.4880  -0.50
H58 14.0710 11.2977 -2.3922  0.33
H59 14.4514 12.4348 -1.0874  0.35
H60 13.7200 10.9185 -0.8103  0.35
H61 11.1723 10.7740 -2.5734  0.40
H62 10.5273 12.3281 -2.9435  0.41
H63 11.9273 11.7496 -3.7173  0.42
H64 10.4912 12.8043 -0.3780  0.37
H65 11.7562 11.6107 0.1829  0.40
H66 11.6601 13.5131 1.6490  0.47
H67 13.2199 13.2397 0.8864  0.32
H68 12.6327 15.6959 0.7367  0.44
H69 11.3562 15.4078 -0.2184  0.51
H70 11.6977 16.3339 -1.9942  0.53
H71 13.2620 16.4969 -2.8125  0.44
H72 13.1234 17.1208 -1.2291  0.47
H73 15.2270 14.3904 -1.3153  0.41
H74 14.6788 14.8890 0.3281  0.35
H75 15.0299 15.9710 -1.0079  0.45
H76 12.4036 14.5399 -3.9016  0.36